(1)
{
  "formula": "C41H48BrN2O2S2V",
  "method": "the ωB97M-V functional and the def2-TZVPD basis",
  "multiplicity": 4,
  "de_lowest_ev": 1.308,
  "e_lumo_ev": [2.14, 2.13],
  "s2": 3.84,
  "total_charge": -1,
  "elements": ["V", "C", "C", "C", "C", "C", "C", "C", "Br", "C", "O", "C", "C", "C", "C", "C", "C", "H", "H", "H", "H", "H", "H", "H", "H", "H", "H", "H", "H", "H", "H", "H", "H", "H", "H", "H", "H", "C", "C", "C", "C", "C", "C", "C", "C", "C", "C", "C", "C", "C", "C", "C", "H", "H", "H", "H", "H", "H", "H", "H", "H", "H", "C", "C", "C", "C", "C", "C", "C", "S", "C", "O", "H", "H", "H", "H", "H", "H", "H", "H", "H", "H", "C", "N", "C", "C", "N", "C", "S", "H", "H", "H", "H", "H", "H", "H", "H"],
  "xyz": [[-1.49522, -1.37566, 0.10127], [4.82823, -1.59335, 4.76649], [3.97381, -2.85491, 4.56702], [4.89196, -4.02397, 4.17771], [3.30406, -3.19408, 5.89959], [2.94777, -2.61202, 3.46412], [1.57782, -2.68354, 3.67359], [0.72730, -2.43215, 2.61412], [-1.16037, -2.46659, 2.87982], [1.14751, -2.10120, 1.31921], [0.23632, -1.87001, 0.39314], [2.53266, -2.01461, 1.10017], [3.37067, -2.27889, 2.18328], [3.20377, -1.62518, -0.23757], [4.05777, -0.36349, -0.02151], [2.23820, -1.32593, -1.39440], [4.11269, -2.78198, -0.68279], [5.52643, -1.73234, 5.60000], [4.19095, -0.73151, 4.98871], [5.41199, -1.35808, 3.87062], [5.67018, -4.16584, 4.93566], [5.38181, -3.84697, 3.21398], [4.31595, -4.95238, 4.09557], [4.07006, -3.44053, 6.63737], [2.63765, -4.05782, 5.80741], [2.72315, -2.34905, 6.28526], [1.15630, -2.91426, 4.64536], [4.44281, -2.21760, 2.00789], [3.42678, 0.47228, 0.30487], [4.54044, -0.07737, -0.96334], [4.84068, -0.51171, 0.73095], [1.57300, -0.49072, -1.19205], [1.60780, -2.17662, -1.63774], [2.83713, -1.07760, -2.27894], [4.88692, -3.01080, 0.05991], [4.61074, -2.52097, -1.62317], [3.52177, -3.69050, -0.84748], [-1.44735, -0.23805, -1.47728], [-1.88563, 0.67064, -2.23094], [-2.33935, 1.65425, -3.08909], [-1.70143, 2.98345, -3.01098], [-2.38538, 4.19360, -3.27047], [-1.76559, 5.43424, -3.14334], [-0.43209, 5.53339, -2.75189], [0.25572, 4.35612, -2.47126], [-0.36234, 3.11590, -2.59058], [-3.45950, 1.33580, -3.98661], [-3.72330, 2.04417, -5.17927], [-4.75474, 1.68145, -6.03831], [-5.57394, 0.59107, -5.76066], [-5.33389, -0.12467, -4.58926], [-4.31159, 0.23989, -3.72311], [-3.43329, 4.14898, -3.54144], [-2.33731, 6.33762, -3.33601], [0.05420, 6.50041, -2.65927], [1.29595, 4.40600, -2.15590], [0.18710, 2.20994, -2.36002], [-3.08612, 2.87659, -5.44903], [-4.91533, 2.25478, -6.94716], [-6.37402, 0.30817, -6.43566], [-5.96168, -0.97611, -4.33778], [-4.17138, -0.30816, -2.79768], [-1.03274, 7.27806, 1.05662], [-0.74156, 5.79653, 1.05237], [0.55226, 5.31745, 0.85541], [0.81253, 3.95442, 0.83446], [-0.22979, 3.06449, 1.03602], [-1.52544, 3.51034, 1.21700], [-1.77090, 4.87770, 1.22553], [0.04746, 1.30764, 0.97937], [1.13769, 1.25666, 2.40637], [-1.23724, 0.65545, 1.45787], [-0.15443, 7.85248, 0.75609], [-1.33347, 7.61837, 2.05164], [-1.84601, 7.51589, 0.36580], [1.36400, 6.02042, 0.69080], [1.82062, 3.59419, 0.64151], [-2.32395, 2.78446, 1.33163], [-2.79120, 5.23512, 1.35115], [0.63229, 1.77690, 3.22363], [2.09577, 1.72914, 2.16375], [1.28904, 0.20170, 2.64448], [-3.61105, -4.56864, 0.87345], [-2.77668, -4.07668, -0.20916], [-2.73495, -4.96045, -1.37929], [-2.25492, -4.02661, -2.46320], [-2.95538, -2.80752, -2.07542], [-2.92432, -2.73757, -0.68254], [-3.81155, -1.51497, 0.21331], [-3.26739, -5.56757, 1.15085], [-4.66251, -4.61542, 0.57113], [-3.54266, -3.92185, 1.73653], [-3.74461, -5.32681, -1.60127], [-2.07342, -5.81068, -1.22156], [-2.51772, -4.34375, -3.46543], [-1.17255, -3.90480, -2.39438], [-2.62038, -1.94559, -2.50564]]
}

(2)
{
  "formula": "C41H48N5O13P4SW",
  "method": "the ωB97M-V functional and the def2-TZVPD basis",
  "multiplicity": 3,
  "de_lowest_ev": 1.995,
  "e_lumo_ev": [2.06, 1.36],
  "s2": 2.06,
  "total_charge": -1,
  "elements": ["W", "C", "S", "C", "C", "C", "N", "P", "C", "C", "C", "C", "C", "C", "C", "C", "C", "C", "C", "C", "P", "C", "C", "C", "C", "C", "C", "C", "C", "C", "C", "C", "C", "H", "H", "H", "H", "H", "H", "H", "H", "H", "H", "H", "H", "H", "H", "H", "H", "H", "H", "H", "H", "H", "H", "H", "H", "H", "H", "H", "H", "H", "O", "C", "O", "C", "C", "C", "C", "C", "C", "O", "N", "O", "O", "N", "O", "O", "H", "H", "N", "C", "C", "P", "O", "O", "O", "P", "O", "O", "O", "H", "H", "H", "H", "H", "H", "H", "H", "C", "C", "C", "C", "N", "H", "H", "H", "H", "H", "H", "H", "H", "H"],
  "xyz": [[0.66918, -0.18118, 1.74502], [-4.04903, 1.41219, -4.10706], [-3.74730, 3.04078, -3.37652], [-2.10929, 2.82481, -2.62953], [-1.08898, 2.19494, -3.56140], [0.28919, 1.95929, -2.94653], [0.34083, 0.93571, -1.87833], [0.89498, 1.41836, -0.34586], [-0.01005, 2.96151, -0.01417], [0.43423, 4.21287, -0.43755], [-0.33559, 5.34334, -0.21022], [-1.55655, 5.23139, 0.44049], [-2.00075, 3.99075, 0.87294], [-1.22906, 2.86027, 0.65592], [2.62304, 1.93332, -0.59457], [3.38332, 1.35234, -1.60474], [4.73504, 1.64504, -1.72038], [5.33510, 2.51862, -0.82589], [4.58112, 3.10439, 0.18287], [3.23064, 2.81473, 0.29918], [0.36251, -0.78510, -2.24952], [0.12757, -0.82712, -4.06876], [-1.11858, -1.06760, -4.65394], [-1.22813, -1.17743, -6.03368], [-0.10808, -1.04163, -6.84172], [1.13623, -0.81637, -6.26821], [1.25172, -0.72963, -4.88933], [-1.28164, -1.36861, -1.70558], [-2.09760, -0.49271, -1.09918], [-3.36184, -0.79773, -0.36996], [-3.55362, -3.09109, -0.66721], [-2.35674, -3.58258, -1.18996], [-1.40495, -2.80135, -1.80003], [-5.10359, 1.40121, -4.37999], [-3.87801, 0.58325, -3.41533], [-3.45549, 1.26698, -5.00875], [-2.21467, 2.24564, -1.71697], [-1.80532, 3.83051, -2.32895], [-0.95386, 2.84318, -4.43344], [-1.47153, 1.24782, -3.93547], [0.66678, 2.89554, -2.53582], [0.97998, 1.68106, -3.74596], [1.38882, 4.31171, -0.94020], [0.02079, 6.31162, -0.53807], [-2.15628, 6.11474, 0.61970], [-2.94534, 3.89687, 1.39210], [-1.58112, 1.89953, 1.01240], [2.91754, 0.65587, -2.29153], [5.32024, 1.18401, -2.50604], [6.39057, 2.74343, -0.91321], [5.04293, 3.78819, 0.88367], [2.64897, 3.27984, 1.08529], [-2.00648, -1.15826, -4.03289], [-2.19883, -1.36429, -6.47579], [-0.20182, -1.12187, -7.91760], [2.01611, -0.72513, -6.89277], [2.23128, -0.59158, -4.44177], [-1.78636, 0.53805, -1.03964], [-4.21937, 0.79867, -1.05207], [-5.07718, -1.78757, -0.90612], [-2.10666, -4.61499, -0.96450], [-0.55641, -3.31963, -2.23876], [-0.03698, -2.95927, 4.36006], [-0.49562, -2.16965, 3.51331], [0.09092, -0.97117, 3.46658], [-1.56166, -2.40627, 2.59416], [-2.23817, -3.63964, 2.59235], [-3.28418, -3.91308, 1.76167], [-3.87458, -2.93357, 0.80635], [-3.14527, -1.58828, 0.90068], [-2.01027, -1.41193, 1.63175], [-1.26781, -0.31223, 1.37053], [-4.10703, -1.84284, -1.24151], [-4.07759, -1.61741, -2.56939], [-4.17977, 0.32316, -0.20889], [-3.91047, -5.18945, 1.81978], [-4.84557, -5.38638, 1.03836], [-3.51566, -6.04077, 2.61397], [-1.91426, -4.40892, 3.28114], [-4.95865, -2.85968, 0.94893], [2.28597, 1.73335, 6.30777], [1.41911, 1.09664, 5.27900], [0.09389, 0.64953, 5.89566], [2.43832, -0.24534, 4.50240], [2.14702, -1.67152, 5.04453], [3.87664, 0.07700, 5.06566], [2.49514, -0.06225, 2.98945], [1.11089, 2.36925, 3.96594], [2.60921, 2.72984, 3.48166], [0.49423, 3.55596, 4.57684], [0.41003, 1.64639, 2.81387], [1.98468, 1.43047, 7.22725], [2.16123, 2.74119, 6.27163], [3.74081, 0.82987, 5.70066], [0.26542, -0.14239, 6.62947], [-0.59907, 0.27587, 5.14908], [-0.35522, 1.51196, 6.39043], [1.28234, -2.15832, 4.78395], [3.01126, 1.95765, 3.04986], [1.55344, -3.67972, -0.16421], [2.31021, -2.61211, 0.62292], [3.49015, -2.07242, -0.18575], [2.79979, -3.20633, 1.94718], [1.42226, -1.51583, 0.94008], [2.18700, -4.56179, -0.28090], [1.28641, -3.30909, -1.15195], [0.64146, -3.96672, 0.36217], [4.19006, -2.88122, -0.40797], [4.01269, -1.29953, 0.38152], [3.13777, -1.64388, -1.12516], [3.44899, -4.05990, 1.74012], [1.95693, -3.54884, 2.55011], [3.36091, -2.46931, 2.51880]]
}

Which formula does entry 1 have?
C41H48BrN2O2S2V